138
Properties=species:S:1:pos:R:3:lowdin_charge:R:1 method="wB97M-V/def2-TZVPD" e_lumo_ev=3.51 de_lowest_kj_mol=11.02 multiplicity=1 homo_ev=-2.184 total_charge=-2 homo_lumo_gap_ev=5.69
Bi -0.05298 -0.52485 0.14171 1.975
O -1.47559 0.04537 -1.71724 -0.226
C -2.73659 0.07551 -1.88422 -0.419
C -3.26276 -0.03096 -3.21363 -0.022
C -4.60569 -0.07652 -3.47174 -0.121
C -5.55245 0.01338 -2.43225 -0.138
C -5.08423 0.17749 -1.15208 -0.082
C -3.71334 0.22482 -0.84157 -0.190
C -3.38848 0.44730 0.54739 -0.154
N -2.23468 0.48271 1.09249 -0.072
C -2.15306 0.74531 2.52359 -0.223
C -0.78478 1.35651 2.82374 -0.233
N 0.18620 0.31121 2.59649 -0.059
C 0.80825 -0.17644 3.59426 -0.119
C 1.53834 -1.41736 3.63370 -0.158
C 2.48301 -1.60643 4.65149 -0.087
C 3.16447 -2.79116 4.81199 -0.145
C 2.86578 -3.84821 3.92785 -0.117
C 1.91431 -3.71913 2.95026 -0.022
C 1.18228 -2.49836 2.74607 -0.413
O 0.27879 -2.41126 1.86541 -0.215
H -2.53400 -0.09802 -4.01246 0.108
H -4.94537 -0.18048 -4.49766 0.088
H -6.61365 -0.04200 -2.63875 0.076
H -5.78882 0.27510 -0.32997 0.099
H -4.26542 0.63370 1.18429 0.121
H -2.21807 -0.20257 3.06631 0.122
H -2.96684 1.39718 2.86244 0.101
H -0.75606 1.74606 3.85150 0.105
H -0.60713 2.17658 2.11969 0.099
H 0.74192 0.36740 4.55105 0.121
H 2.69229 -0.77285 5.31956 0.104
H 3.90208 -2.91299 5.59531 0.085
H 3.39369 -4.79180 4.03368 0.090
H 1.68237 -4.53714 2.27801 0.100
C -3.13071 -6.83513 -3.88205 -0.078
C -1.60488 -6.92122 -3.78777 -0.565
C -1.04783 -6.92641 -5.21815 -0.063
C -1.23372 -8.24534 -3.10254 -0.057
C -1.02055 -5.75187 -2.99617 -0.203
C -1.78624 -4.93514 -2.17716 -0.114
C -1.21224 -3.86749 -1.51046 -0.526
Br -2.34970 -2.93394 -0.29419 0.825
C 0.14290 -3.47071 -1.66256 -0.383
O 0.62893 -2.34290 -1.27919 -0.268
C 0.95963 -4.44641 -2.32910 -0.077
C 0.35277 -5.50223 -2.99177 -0.022
C 2.50376 -4.45781 -2.26838 -0.516
C 3.09110 -4.57824 -3.68420 -0.062
C 3.16470 -3.24228 -1.60810 -0.063
C 2.92200 -5.68843 -1.44321 -0.048
H -3.50428 -7.60310 -4.56539 0.074
H -3.44464 -5.85713 -4.25188 0.088
H -3.60004 -6.99620 -2.90930 0.077
H -1.47038 -7.76001 -5.78907 0.073
H 0.03780 -7.02868 -5.22564 0.068
H -1.29843 -5.99232 -5.72548 0.089
H -1.67038 -9.09959 -3.63283 0.073
H -1.59831 -8.25039 -2.07344 0.085
H -0.14944 -8.37434 -3.07390 0.077
H -2.84408 -5.11050 -2.03008 0.082
H 0.99703 -6.19417 -3.52439 0.092
H 2.72221 -3.76654 -4.31528 0.087
H 2.83940 -5.52614 -4.16573 0.063
H 4.18197 -4.50743 -3.63508 0.077
H 3.02578 -2.34322 -2.20980 0.072
H 4.23787 -3.43640 -1.51850 0.071
H 2.76685 -3.03043 -0.61793 0.079
H 2.50768 -6.61114 -1.85657 0.069
H 2.56124 -5.58418 -0.41757 0.086
H 4.01305 -5.77507 -1.41650 0.079
C -3.64108 7.79420 1.31464 -0.089
O -2.42015 7.18080 0.95363 -0.097
C -2.07526 7.21644 -0.37176 -0.226
C -2.55637 8.15015 -1.27328 -0.035
C -2.14236 8.10971 -2.60317 -0.112
C -1.24324 7.13881 -3.01216 -0.099
C -0.75908 6.20479 -2.10540 -0.004
C -1.17419 6.22392 -0.77999 -0.184
N -0.69718 5.29878 0.15606 0.131
C -0.62487 3.90940 -0.28622 -0.359
N 0.66884 3.52535 -0.38237 0.149
C 1.30326 2.53256 -1.20110 -0.178
C 1.17038 1.15694 -1.09659 -0.181
C 1.99718 0.39080 -1.94299 -0.160
C 2.93594 0.94084 -2.78842 -0.087
C 3.08168 2.32256 -2.86120 -0.050
C 2.25421 3.10183 -2.08010 -0.213
O 2.30778 4.48933 -2.10405 -0.130
C 3.38372 5.08363 -2.78675 -0.106
N -1.64617 3.19794 -0.53228 0.218
C -2.92936 3.72345 -0.40417 -0.210
C -3.51923 3.94809 0.83233 -0.040
C -4.84084 4.37248 0.94721 -0.117
C -5.58486 4.59993 -0.19546 -0.115
C -5.00420 4.41988 -1.45036 -0.025
C -3.68968 3.98887 -1.55976 -0.222
O -3.03843 3.80072 -2.73232 -0.067
C -3.74540 4.05750 -3.92312 -0.086
H -3.86802 7.45896 2.32375 0.090
H -4.44561 7.48396 0.64455 0.091
H -3.55779 8.88531 1.30966 0.084
H -3.25534 8.91002 -0.95104 0.098
H -2.53371 8.83246 -3.30799 0.089
H -0.91640 7.09970 -4.04403 0.097
H -0.06781 5.43308 -2.42344 0.115
H -1.19432 5.38536 1.03225 0.115
H 1.26436 4.32783 -0.25523 0.129
H 1.90869 -0.68919 -1.92066 0.050
H 3.57177 0.29997 -3.39035 0.097
H 3.82247 2.76458 -3.51164 0.088
H 3.29209 6.15682 -2.62829 0.086
H 3.34490 4.87943 -3.86119 0.086
H 4.34561 4.73782 -2.39701 0.094
H -2.91950 3.76280 1.71380 0.109
H -5.27875 4.51870 1.92759 0.093
H -6.62194 4.90452 -0.12420 0.090
H -5.59062 4.60998 -2.33834 0.096
H -4.61235 3.39711 -4.02124 0.091
H -4.06576 5.10280 -3.97636 0.087
H -3.05008 3.85509 -4.73372 0.092
F 5.85380 -0.38094 5.05225 0.065
C 5.87915 -1.00634 3.85974 -0.207
C 5.30467 -0.45689 2.78616 0.057
N 5.32778 -1.04773 1.54885 0.036
C 4.64994 -0.36044 0.43848 -0.023
C 3.21855 0.03885 0.85888 -0.676
O 3.07262 1.19530 1.27886 -0.009
O 2.36924 -0.88423 0.73350 -0.139
C 5.95207 -2.25787 1.35138 -0.459
O 6.09760 -2.79463 0.27214 0.068
N 6.46290 -2.82529 2.51135 0.215
C 6.51214 -2.30224 3.79693 -0.426
O 7.04593 -2.90526 4.71001 0.056
H 4.77481 0.48747 2.83940 0.147
H 4.61696 -1.03889 -0.40792 0.110
H 5.21133 0.54006 0.18831 0.126
H 6.86022 -3.74421 2.38983 0.160